One molecule with the formula C3H8N2 at a distorted geometry. Source: the Open Molecules 2025 dataset; level of theory: wB97M-V/def2-TZVPD.

XYZ file:
```
13
Properties=species:S:1:pos:R:3:forces:R:3
C -0.551 -0.345 -0.133 0.3 0.8 -2.0
C -0.648 -1.792 -0.097 1.7 -2.6 0.3
C 1.151 1.418 -0.135 1.2 0.2 -2.2
N -0.628 0.299 1.113 -2.2 1.0 2.2
N 0.623 0.235 0.469 1.2 -0.4 -0.7
H -0.904 0.122 -1.052 -0.1 0.5 0.3
H 0.108 -1.961 0.780 -2.2 -0.7 -0.9
H -0.128 -2.362 -0.944 -0.8 1.2 0.7
H -1.735 -2.115 -0.092 1.5 0.0 0.7
H 1.783 1.968 0.586 0.6 -0.8 -0.6
H 1.601 1.125 -1.235 -0.5 0.8 3.1
H 0.459 2.208 -0.347 -1.4 0.3 -0.4
H -1.131 1.201 1.087 0.7 -0.2 -0.4
```
Forces are in eV/Å.

Values from the calculation:
Total charge   0
Energy above the lowest of the compared OMol25 structures with the same formula, charge and spin   93.8 kcal per mole
E_LUMO   1.08 eV
HOMO-LUMO gap   9.82 eV
Structure (SMILES)   C[C@H]1NN1C